2 unconnected molecules or ions with the total composition C8H16Si in a non-equilibrium geometry. Source: OMol25; level of theory: ωB97M-V/def2-TZVPD.

Results
Kohn-Sham gap (spin up / spin down): 9.02 / 4.16 eV
relative energy (zero: lowest compared OMol25 entry of this formula, charge and spin): 851.1 kJ/mol

The geometry in ORCA input format:
```
! RIJCOSX wB97M-V def2-TZVPD def2/J DEFGRID3
* xyz 0 1
C -2.42 2.67 2.43
C -3.29 2.99 3.15
C -2.17 -0.42 -0.15
C -0.06 -0.97 -1.66
C -0.15 -1.83 0.76
C 1.02 2.07 -0.87
C 2.14 0.38 1.44
C -0.60 -0.74 -0.21
Si 0.51 0.83 0.45
H -1.51 2.65 1.81
H -2.30 -0.26 0.86
H -2.50 0.31 -0.87
H -2.64 -1.30 -0.55
H 0.30 -0.19 -2.18
H -0.89 -1.44 -2.22
H 0.81 -1.59 -1.56
H -0.85 -1.83 1.50
H -0.17 -2.81 0.24
H 0.83 -1.73 1.29
H 1.79 2.80 -0.64
H 1.57 1.73 -1.72
H 0.19 2.61 -1.43
H 2.86 0.14 0.71
H 2.40 1.17 2.10
H 2.05 -0.44 2.07
*
```



A molecular structure, C8H17BrCuN5O4P. Source: OMol25; level of theory: ωB97M-V/def2-TZVPD.

Results
Kohn-Sham gap (spin up / spin down): 8.65 / 7.34 eV
relative energy (zero: lowest compared OMol25 entry of this formula, charge and spin): 8.2 kJ/mol

The geometry in ORCA input format:
```
! RIJCOSX wB97M-V def2-TZVPD def2/J DEFGRID3
* xyz 0 2
Cu 1.43 0.22 1.08
N 0.09 0.62 2.70
C -1.14 1.09 2.03
C -1.32 0.40 0.69
O -2.42 0.25 0.20
O -0.21 0.03 0.11
H -0.07 -0.28 3.15
H 0.39 1.28 3.41
H -1.02 2.15 1.81
H -2.04 0.96 2.63
Br 3.03 1.48 0.06
O 0.56 -3.46 0.61
N 0.65 -2.46 1.29
O 1.72 -1.76 1.04
C 1.31 -1.80 -4.59
N 1.45 -2.01 -3.09
C 0.46 -3.10 -2.66
N -0.86 -2.75 -3.05
C -0.94 -2.54 -4.49
N -0.03 -1.48 -4.95
C -0.44 -0.17 -4.42
P -0.49 -0.01 -2.55
C 1.21 -0.73 -2.33
C -1.39 -1.62 -2.27
H 1.62 -2.74 -5.06
H 2.00 -1.01 -4.88
H 2.40 -2.33 -2.88
H 0.55 -3.20 -1.58
H 0.79 -4.01 -3.16
H -1.95 -2.25 -4.75
H -0.69 -3.47 -5.00
H -1.43 0.06 -4.82
H 0.24 0.59 -4.81
H 1.37 -0.96 -1.28
H 1.97 0.00 -2.63
H -2.45 -1.47 -2.52
H -1.35 -1.86 -1.21
*
```



A gas-phase ion, C8H17ClNO2 (charge +1) in a non-equilibrium geometry. Source: OMol25; level of theory: ωB97M-V/def2-TZVPD.

Results
Kohn-Sham gap: 11.21 eV
relative energy (zero: lowest compared OMol25 entry of this formula, charge and spin): 31.7 kJ/mol

The geometry in ORCA input format:
```
! RIJCOSX wB97M-V def2-TZVPD def2/J DEFGRID3
* xyz 1 1
C -2.81 0.92 -0.23
C -1.95 0.64 -1.17
C -1.17 -0.59 -1.07
Cl -1.03 -1.35 -2.65
N 0.43 -0.23 -0.45
C 1.45 -1.23 -0.98
C 0.57 1.25 -0.71
C 1.93 1.83 -0.09
O 1.54 1.92 1.26
C 0.41 -0.47 1.07
C -0.20 -1.82 1.52
O -1.53 -1.56 1.82
H -3.53 1.81 -0.31
H -2.83 0.50 0.67
H -1.91 1.32 -2.05
H -1.61 -1.24 -0.31
H 0.83 -2.06 -1.27
H 1.92 -0.79 -1.84
H 2.33 -1.28 -0.35
H 0.53 1.32 -1.81
H -0.28 1.92 -0.24
H 2.85 1.19 -0.18
H 2.18 2.75 -0.60
H 2.31 2.27 1.83
H 1.44 -0.26 1.42
H -0.32 0.35 1.50
H -0.07 -2.49 0.72
H 0.47 -2.22 2.26
H -1.98 -2.40 2.26
*
```



A molecular structure, C8H17F6HgNO17S4 in a non-equilibrium geometry. Source: OMol25; level of theory: ωB97M-V/def2-TZVPD.

Results
Kohn-Sham gap: 3.92 eV
relative energy (zero: lowest compared OMol25 entry of this formula, charge and spin): 106.4 kJ/mol

The geometry in ORCA input format:
```
! RIJCOSX wB97M-V def2-TZVPD def2/J DEFGRID3
* xyz -4 1
Hg 1.19 -19.13 10.91
S 2.26 -16.31 9.15
O 3.67 -15.92 9.41
O 1.47 -15.09 8.99
O 2.12 -17.17 7.96
O 1.81 -17.11 10.32
S 2.32 -18.26 14.54
O 2.47 -19.65 15.09
O 1.15 -17.59 15.16
O 3.57 -17.56 14.84
O 2.16 -18.30 13.05
C 3.09 -22.73 7.86
F 4.24 -23.14 7.30
F 2.15 -23.11 6.96
F 2.83 -23.39 8.99
S 3.11 -20.86 8.14
O 2.76 -20.29 6.86
O 2.23 -20.67 9.31
O 4.53 -20.69 8.50
C -2.63 -18.53 7.60
F -3.59 -19.17 8.36
F -3.01 -18.56 6.33
F -2.60 -17.32 8.20
S -0.92 -19.35 7.81
O -0.53 -18.92 9.16
O -1.21 -20.80 7.79
O -0.20 -18.86 6.66
C 4.03 -20.98 11.87
C 4.70 -19.64 11.76
O 4.11 -18.70 10.91
O 2.68 -20.81 12.24
H 4.53 -21.47 12.72
H 4.24 -21.66 11.04
H 5.75 -19.78 11.45
H 4.74 -19.15 12.74
H 4.46 -18.78 10.01
H 2.52 -20.68 13.18
C -2.23 -21.11 13.14
C -1.48 -20.21 12.14
C -1.11 -18.89 12.84
O -0.58 -18.00 11.87
C -1.35 -16.89 11.50
N -0.22 -20.85 11.73
H -1.84 -21.17 14.16
H -2.08 -22.16 12.85
H -3.29 -20.91 13.32
H -2.08 -20.03 11.25
H -0.31 -19.07 13.57
H -1.89 -18.39 13.43
H -1.38 -16.14 12.30
H -2.38 -17.15 11.21
H -0.86 -16.51 10.60
H 0.17 -21.53 12.38
H -0.46 -21.46 10.94
*
```



A molecular structure, C8H17I3N2 in a non-equilibrium geometry. Source: OMol25; level of theory: ωB97M-V/def2-TZVPD.

Results
Kohn-Sham gap: 7.99 eV
relative energy (zero: lowest compared OMol25 entry of this formula, charge and spin): 121.8 kJ/mol

The geometry in ORCA input format:
```
! RIJCOSX wB97M-V def2-TZVPD def2/J DEFGRID3
* xyz 2 1
C 0.26 -1.19 -0.51
C 0.18 1.06 0.50
C 1.37 -1.62 0.56
C 1.18 0.75 1.53
C -0.68 -0.09 0.05
C 3.21 -0.02 0.13
C -1.82 1.19 -1.85
C -3.55 0.05 0.01
N 2.14 -0.47 1.06
N -1.79 0.07 -0.91
I -3.56 -1.99 0.86
I -3.51 1.72 1.33
I -4.98 0.08 -1.56
H 0.82 -0.96 -1.36
H -0.14 -2.12 -0.71
H -0.57 1.93 0.90
H 0.75 1.52 -0.46
H 0.80 -2.17 1.30
H 1.97 -2.45 -0.07
H 1.87 1.51 1.75
H 0.84 0.36 2.59
H -1.03 -0.59 0.91
H 3.14 -0.19 -0.98
H 3.42 1.03 0.32
H 4.07 -0.53 0.40
H -1.93 2.05 -1.15
H -0.77 1.32 -2.22
H -2.52 1.27 -2.83
H 2.69 -0.72 1.85
H -1.88 -0.78 -1.45
*
```



A molecular structure, C8H17LuO8PS in a non-equilibrium geometry. Source: OMol25; level of theory: ωB97M-V/def2-TZVPD.

Results
Kohn-Sham gap: 9.29 eV

The geometry in ORCA input format:
```
! RIJCOSX wB97M-V def2-TZVPD def2/J DEFGRID3
* xyz 1 1
Lu 0.17 0.46 0.00
O 3.92 -1.03 1.53
C 2.79 -0.45 1.26
O 1.79 -0.91 0.69
C 2.90 1.01 1.54
O 2.19 1.56 0.52
C 2.98 1.92 -0.65
C 2.10 1.83 -1.92
O 2.51 2.24 -2.97
O 0.94 1.32 -1.71
H 3.95 -1.91 1.18
H 3.95 1.40 1.52
H 2.45 1.45 2.49
H 3.71 1.10 -0.89
H 3.41 2.90 -0.61
C -2.54 1.49 2.77
S -1.68 2.08 1.33
O -2.18 3.35 0.97
O -0.19 2.02 1.49
O -1.94 0.96 0.32
H -2.23 2.13 3.59
H -2.14 0.46 2.87
H -3.58 1.53 2.55
C -2.46 -0.75 -2.24
P -1.22 -1.58 -1.16
C -2.17 -2.41 0.21
C -0.61 -3.08 -2.07
H -3.29 -1.33 -2.64
H -1.95 -0.22 -3.01
H -2.85 0.08 -1.56
H -2.86 -3.14 -0.22
H -2.74 -1.66 0.79
H -1.50 -2.81 0.91
H -1.54 -3.66 -2.14
H 0.23 -3.63 -1.69
H -0.28 -2.73 -3.06
*
```